Entry 1:
ORCA calculation (ωB97M-V/def2-TZVPD) on a structure of composition C33H45InN5O at a distorted geometry.

Geometry as XYZ:
```
85
C33H45InN5O, DFT ωB97M-V/def2-TZVPD
In 0.356 -0.098 0.168
N 1.531 3.050 -1.503
N -0.987 0.433 -2.229
C -1.905 -0.005 2.078
C -2.255 1.243 1.490
C -1.147 2.137 1.608
C -1.017 3.520 1.060
H -1.847 3.759 0.400
H -0.103 3.654 0.474
H -1.008 4.252 1.870
C -0.078 1.429 2.255
C 1.222 1.992 2.653
H 1.210 2.559 3.587
H 1.521 2.665 1.862
H 1.984 1.222 2.740
C -0.523 0.073 2.501
C 0.269 -0.980 3.216
H 1.332 -0.922 2.978
H -0.064 -1.975 2.928
H 0.179 -0.901 4.303
C -3.517 1.531 0.751
H -4.223 2.042 1.400
H -3.987 0.620 0.391
H -3.342 2.160 -0.120
C -2.724 -1.243 2.128
H -2.106 -2.138 2.114
H -3.384 -1.311 1.268
H -3.328 -1.263 3.034
C 2.787 3.405 -1.732
H 3.146 4.383 -1.360
C 3.708 2.596 -2.428
H 4.739 2.967 -2.553
C 3.274 1.351 -2.902
H 3.958 0.698 -3.476
C 1.938 0.995 -2.681
H 1.541 0.026 -2.969
C 1.038 1.922 -2.087
C -0.305 1.596 -1.783
H -0.929 2.396 -1.416
C -1.230 -0.565 -1.313
C -1.440 0.033 -3.501
H -1.168 0.658 -4.344
C -2.138 -1.100 -3.336
H -2.641 -1.699 -4.096
N -2.052 -1.445 -1.977
C -2.767 -2.529 -1.370
C -4.168 -2.493 -1.294
C -4.850 -3.525 -0.629
H -5.957 -3.540 -0.611
C -4.153 -4.576 -0.009
C -4.887 -5.719 0.637
H -4.374 -6.031 1.554
H -4.940 -6.589 -0.033
H -5.910 -5.412 0.877
C -2.753 -4.542 -0.031
H -2.197 -5.364 0.445
C -2.055 -3.512 -0.677
C -0.563 -3.492 -0.636
H -0.120 -3.177 -1.591
H -0.206 -4.510 -0.422
H -0.164 -2.860 0.186
C -4.945 -1.369 -1.910
H -5.038 -1.517 -2.999
H -4.493 -0.383 -1.725
H -5.959 -1.354 -1.478
C 3.276 -1.087 -0.121
N 4.060 0.117 0.151
C 5.503 -0.039 0.137
C 3.413 1.250 0.504
O 2.129 1.185 0.544
N 3.959 2.474 0.781
C 5.367 2.769 0.915
C 3.258 3.725 1.093
H 3.999 -1.891 -0.272
H 2.653 -1.024 -1.028
H 2.629 -1.378 0.723
H 5.936 0.649 -0.610
H 5.877 0.168 1.156
H 5.688 -1.085 -0.142
H 5.598 3.554 0.186
H 5.476 3.165 1.931
H 5.987 1.907 0.765
H 2.262 3.892 0.682
H 3.247 3.901 2.172
H 3.896 4.520 0.696
```

The charge is -1.

=====

Entry 2:
ORCA calculation (ωB97M-V/def2-TZVPD) on a structure of composition C33H46BeP2Si at a distorted geometry.

Geometry as XYZ:
```
83
C33H46BeP2Si, DFT ωB97M-V/def2-TZVPD
P 0.435 -3.028 -1.330
P -0.255 1.344 0.396
C 0.994 -1.139 -2.231
C 0.619 0.210 -1.685
H 0.216 -1.238 -3.090
H 1.999 -1.290 -2.721
H 1.388 0.583 -1.044
H 0.295 0.980 -2.418
C -1.741 2.399 0.095
H -1.718 3.136 0.925
H -2.659 1.775 0.150
H -1.784 2.895 -0.901
C 1.143 2.528 0.181
H 1.382 2.880 -0.850
H 2.064 2.040 0.538
H 0.946 3.405 0.812
C -0.823 -4.240 -1.878
H -0.942 -5.019 -1.087
H -0.627 -4.804 -2.793
H -1.841 -3.832 -1.985
C 2.131 -3.619 -1.483
H 2.865 -2.785 -1.481
H 2.341 -4.177 -2.419
H 2.480 -4.295 -0.679
Be -1.005 -0.478 -2.621
C 0.290 0.508 -4.827
C -1.008 0.670 -4.653
C -2.107 -0.134 -5.290
C -1.618 -1.492 -5.800
C -0.965 -2.355 -4.782
C 0.345 -2.553 -4.698
C 1.452 -1.754 -5.288
C 1.052 -0.361 -5.788
C -0.088 -2.891 0.394
H 0.956 1.255 -4.359
H -1.303 1.545 -4.063
H -2.613 0.369 -6.120
H -2.889 -0.231 -4.503
H -2.496 -2.080 -6.074
H -1.032 -1.432 -6.726
H -1.717 -2.899 -4.168
H 0.681 -3.386 -4.066
H 1.941 -2.304 -6.094
H 2.254 -1.671 -4.530
H 1.953 0.248 -5.997
H 0.582 -0.408 -6.773
H 0.850 -3.141 0.942
H -0.932 -3.587 0.728
H -0.407 -1.846 0.722
C -0.978 5.766 3.577
C 0.341 5.315 3.511
C 0.637 3.960 3.427
C -0.397 2.995 3.365
C -1.712 3.433 3.537
C -2.013 4.819 3.617
Si -0.024 1.235 2.733
C 1.655 0.785 3.466
C 2.550 0.070 2.660
C 3.806 -0.313 3.165
C 4.167 -0.014 4.469
C 3.275 0.673 5.288
C 2.042 1.092 4.790
C -1.294 0.004 3.398
C -1.059 -0.694 4.593
C -2.100 -1.369 5.236
C -3.371 -1.426 4.648
C -3.565 -0.863 3.389
C -2.527 -0.189 2.759
H -1.226 6.844 3.704
H 1.154 6.046 3.563
H 1.679 3.657 3.375
H -2.542 2.713 3.584
H -3.064 5.102 3.737
H 2.267 -0.175 1.643
H 4.502 -0.848 2.498
H 5.134 -0.312 4.881
H 3.550 0.907 6.307
H 1.383 1.672 5.432
H -0.066 -0.696 5.045
H -1.920 -1.855 6.197
H -4.193 -1.900 5.183
H -4.526 -0.914 2.887
H -2.650 0.185 1.751
```

The charge is 0.

=====

Entry 3:
ORCA calculation (ωB97M-V/def2-TZVPD) on a structure of composition C33H46CeClF3O4P4S at a distorted geometry.

Geometry as XYZ:
```
93
C33H46CeClF3O4P4S, DFT ωB97M-V/def2-TZVPD
P -1.661 -0.884 -3.268
C -3.387 -1.012 -3.892
C -3.899 -0.240 -4.932
H -3.269 0.490 -5.420
C -5.214 -0.402 -5.347
H -5.600 0.206 -6.154
C -6.030 -1.344 -4.736
H -7.054 -1.470 -5.062
C -5.527 -2.119 -3.698
H -6.158 -2.851 -3.212
C -4.219 -1.946 -3.274
H -3.836 -2.543 -2.454
C -1.066 0.627 -4.134
C -1.346 1.855 -3.533
H -1.880 1.880 -2.591
C -0.950 3.041 -4.132
H -1.179 3.986 -3.656
C -0.249 3.015 -5.330
H 0.070 3.940 -5.793
C 0.046 1.798 -5.927
H 0.593 1.771 -6.860
C -0.364 0.611 -5.336
H -0.137 -0.332 -5.813
C -0.823 -2.212 -4.228
C -1.407 -2.888 -5.297
H -2.413 -2.640 -5.603
C -0.703 -3.876 -5.972
H -1.170 -4.395 -6.799
C 0.593 -4.194 -5.594
H 1.140 -4.964 -6.123
C 1.183 -3.525 -4.530
H 2.192 -3.772 -4.226
C 0.477 -2.549 -3.846
H 0.936 -2.040 -3.007
Ce -0.050 0.039 2.835
C 1.700 1.001 2.402
C 2.114 1.243 1.131
H 2.312 1.330 3.237
C 1.182 0.769 0.050
O 1.873 -0.108 -0.846
H 1.270 -0.353 -1.560
C 0.087 0.117 0.804
H 0.764 1.615 -0.514
C -0.956 -0.563 1.081
Cl -2.124 -1.031 3.769
P 1.094 -2.078 3.131
P -1.332 2.084 3.079
C 0.485 -3.071 4.522
H -0.565 -3.296 4.367
H 0.571 -2.489 5.434
H 1.061 -3.989 4.608
C 0.978 -3.172 1.674
H 1.388 -2.668 0.803
H -0.067 -3.403 1.486
H 1.520 -4.100 1.844
C 2.885 -1.907 3.431
H 3.032 -1.274 4.301
H 3.352 -1.440 2.568
H 3.346 -2.876 3.610
C -2.102 2.311 4.706
H -1.330 2.386 5.464
H -2.711 1.440 4.925
H -2.714 3.210 4.706
C -0.378 3.618 2.806
H 0.062 3.607 1.813
H 0.423 3.663 3.539
H -1.006 4.500 2.911
C -2.716 2.163 1.894
H -3.348 1.294 2.056
H -2.341 2.139 0.875
H -3.302 3.068 2.039
P 3.656 1.981 0.704
C 4.418 2.737 2.157
C 3.428 3.261 -0.556
H 4.632 1.980 2.906
H 3.750 3.479 2.584
H 5.350 3.215 1.868
H 2.998 2.815 -1.448
H 4.385 3.706 -0.816
H 2.763 4.034 -0.183
C 4.839 0.787 0.027
H 5.054 0.031 0.777
H 5.764 1.283 -0.260
H 4.394 0.306 -0.838
H -1.821 -1.138 0.815
F 0.451 -0.778 8.928
C 0.467 -1.254 7.627
F 1.683 -1.883 7.410
F -0.562 -2.166 7.490
S 0.211 0.142 6.451
O -0.463 1.317 7.167
O 1.537 0.650 7.042
O 0.915 0.683 4.943
```

The charge is +2.

=====

| no. | E_HOMO (eV) |
| --- | --- |
| 1 | -1.34 |
| 2 | -4.44 |
| 3 | -12.32 |